*w*
Molecular formula: C4H8N4
Method: DFT, ωB97M-V/def2-TZVPD

Geometry as XYZ:
```
16
Properties=species:S:1:pos:R:3:nbo_charge:R:1
C 0.30 -1.05 -0.15 -0.237
C -1.04 -0.50 0.42 -0.155
C -2.39 -0.13 -0.17 -0.184
C 0.66 1.52 0.06 0.211
H 2.49 -0.62 0.53 0.318
H 2.98 -0.36 -0.76 0.324
H 0.30 -1.37 -1.27 0.221
H 0.75 -1.77 0.64 0.188
H -1.24 -0.46 1.53 0.201
H -2.67 -0.37 -1.17 0.213
H -3.21 -0.01 0.60 0.191
H 1.44 2.14 0.37 0.209
N 2.42 0.19 -0.04 -0.612
N 1.07 0.17 -0.21 -0.304
N -1.30 0.78 -0.39 -0.286
N -0.58 1.84 0.01 -0.296
```

Computed properties:
- E_HOMO (eV) = -7.787
- frontier orbital gap (eV) = 8.69
- lowest unoccupied orbital energy (Eh) = 0.0330
- SMILES = NN1C=NN2C[C@H]2C1



*x*
Molecular formula: C4H8N4
Method: DFT, ωB97M-V/def2-TZVPD

Geometry as XYZ:
```
16
Properties=species:S:1:pos:R:3:nbo_charge:R:1
C 2.54 -0.96 0.20 -0.703
C 1.89 0.40 -0.15 0.379
C -0.41 0.15 0.01 0.277
C -2.96 0.07 -0.29 0.318
H 3.22 -1.08 1.15 0.246
H 3.07 -1.54 -0.66 0.245
H 1.71 -1.84 0.54 0.218
H 1.23 2.05 -0.01 0.326
H -0.43 0.36 1.07 0.188
H -1.40 -0.10 -1.69 0.420
H -3.54 0.30 -1.47 0.161
H -2.74 0.08 1.62 0.344
N 2.24 1.55 0.31 -0.604
N 0.63 0.28 -0.81 -0.533
N -1.58 0.13 -0.64 -0.635
N -3.47 0.15 0.81 -0.647
```

Computed properties:
- E_HOMO (eV) = -9.297
- frontier orbital gap (eV) = 9.68
- lowest unoccupied orbital energy (Eh) = 0.0139
- SMILES = [H]/N=C\N/C=N/C(C)=N\[H]



*y*
Molecular formula: C4H8N4
Method: DFT, ωB97M-V/def2-TZVPD

Geometry as XYZ:
```
16
Properties=species:S:1:pos:R:3:nbo_charge:R:1
C 1.29 1.06 -0.04 -0.282
C 2.04 -0.39 -0.11 -0.283
C -1.29 -1.20 0.22 -0.198
C -1.85 -0.13 -0.24 -0.029
H 1.40 1.36 -1.18 0.206
H 1.76 1.94 0.66 0.227
H 2.71 -0.68 0.75 0.218
H 2.92 -0.18 -0.95 0.205
H -1.79 -2.27 0.20 0.214
H -2.77 -0.31 -0.96 0.230
H -1.92 1.66 -0.55 0.371
H -0.08 1.03 1.34 0.349
N 0.89 -1.07 -0.51 -0.168
N 0.08 -1.31 0.55 -0.213
N -1.24 1.05 -0.25 -0.438
N -0.21 1.52 0.45 -0.410
```

Computed properties:
- E_HOMO (eV) = -7.837
- frontier orbital gap (eV) = 7.73
- lowest unoccupied orbital energy (Eh) = -0.0040
- SMILES = C1=C\NNCC/N=N/1



Of them, the most stable is *x* and the least stable is *y*.



*w*
Molecular formula: C4H8N4
Method: DFT, ωB97M-V/def2-TZVPD

Geometry as XYZ:
```
16
Properties=species:S:1:pos:R:3:nbo_charge:R:1
C -3.29 -0.91 0.01 -0.453
C -0.48 1.41 -0.20 -0.140
C 0.84 1.27 0.23 0.030
C 3.73 -0.71 -0.14 -0.226
H -2.62 -1.89 0.31 0.197
H -3.96 -0.70 0.94 0.213
H -3.87 -0.93 -0.88 0.219
H -1.08 2.40 -0.47 0.197
H 1.35 2.15 0.45 0.221
H 0.89 -0.85 0.40 0.396
H 4.78 -0.36 -0.51 0.208
H 3.46 -1.91 -0.24 0.159
N -2.64 0.38 0.06 -0.157
N -1.44 0.36 -0.24 -0.236
N 1.55 0.04 0.26 -0.416
N 2.80 0.22 0.02 -0.211
```

Computed properties:
- E_HOMO (eV) = -8.013
- frontier orbital gap (eV) = 8.32
- lowest unoccupied orbital energy (Eh) = 0.0113
- SMILES = C=NN/C=C\N=N\C



*x*
Molecular formula: C4H8N4
Method: DFT, ωB97M-V/def2-TZVPD

Geometry as XYZ:
```
16
Properties=species:S:1:pos:R:3:nbo_charge:R:1
C 1.19 -1.24 0.21 -0.245
C 0.82 -0.86 -1.31 -0.289
C -1.23 1.53 -0.50 -0.153
C -1.32 1.08 0.76 -0.015
H 0.30 -1.90 0.32 0.220
H 2.31 -1.53 0.43 0.234
H 1.72 -0.27 -1.71 0.186
H 0.76 -1.91 -1.87 0.207
H -1.89 2.31 -0.69 0.200
H -2.12 1.51 1.43 0.204
H -1.08 -0.26 2.03 0.362
H 1.03 0.75 1.02 0.347
N -0.34 -0.10 -1.22 -0.152
N -0.13 1.08 -1.27 -0.166
N -0.70 -0.02 1.19 -0.477
N 0.69 -0.16 1.18 -0.464
```

Computed properties:
- E_HOMO (eV) = -7.799
- frontier orbital gap (eV) = 8.56
- lowest unoccupied orbital energy (Eh) = 0.0279
- SMILES = C1=C\NNCC/N=N/1



*y*
Molecular formula: C4H8N4
Method: DFT, ωB97M-V/def2-TZVPD

Geometry as XYZ:
```
16
Properties=species:S:1:pos:R:3:nbo_charge:R:1
C 0.22 0.47 2.33 -0.447
C -0.40 1.06 -1.71 -0.026
C 0.54 0.08 -1.82 -0.310
C 0.60 -0.63 -0.59 0.323
H 0.55 -0.61 3.33 0.205
H -0.45 1.78 2.78 0.204
H 1.36 0.44 1.52 0.267
H -1.26 -1.02 1.80 0.398
H -1.17 1.83 0.15 0.400
H -0.74 1.52 -2.59 0.228
H 1.10 -0.62 -2.71 0.266
H 1.14 -2.25 0.54 0.320
N -0.82 -0.08 1.58 -0.525
N -0.39 -0.13 0.20 -0.127
N -1.00 0.96 -0.50 -0.404
N 1.31 -1.74 -0.45 -0.772
```

Computed properties:
- E_HOMO (eV) = -7.737
- frontier orbital gap (eV) = 7.90
- lowest unoccupied orbital energy (Eh) = 0.0061



Of them, the most stable is *x* and the least stable is *y*.



*w*
Molecular formula: C4H8N4
Method: DFT, ωB97M-V/def2-TZVPD

Geometry as XYZ:
```
16
Properties=species:S:1:pos:R:3:nbo_charge:R:1
C -0.22 0.75 -0.04 -0.271
C 0.45 1.52 -0.94 -0.259
C 1.73 -0.47 -0.53 0.253
C -0.19 -1.54 0.82 0.253
H -0.18 -0.03 -0.66 0.200
H 0.24 0.72 0.92 0.188
H 0.61 2.42 -0.36 0.205
H 0.29 1.98 -2.05 0.244
H 2.54 -1.15 -0.99 0.185
H -0.54 -2.48 1.29 0.172
H -2.33 -1.36 0.88 0.398
H -1.89 0.98 1.24 0.332
N 1.58 0.68 -0.98 -0.437
N 1.03 -1.58 0.38 -0.551
N -1.49 -0.93 0.68 -0.476
N -1.64 0.48 0.34 -0.436
```

Computed properties:
- E_HOMO (eV) = -8.563
- frontier orbital gap (eV) = 9.29
- lowest unoccupied orbital energy (Eh) = 0.0267
- SMILES = C1=N\C=N/CCNN/1



*x*
Molecular formula: C4H8N4
Method: DFT, ωB97M-V/def2-TZVPD

Geometry as XYZ:
```
16
Properties=species:S:1:pos:R:3:nbo_charge:R:1
C 0.97 0.89 -1.23 -0.237
C 0.16 -0.36 -1.52 -0.300
C -0.86 -1.08 1.09 -0.198
C 0.00 -0.26 1.77 0.031
H 0.23 1.85 -1.27 0.209
H 1.65 1.01 -2.02 0.218
H 0.59 -1.03 -0.89 0.177
H -0.02 -0.81 -2.64 0.226
H -1.96 -1.55 1.99 0.192
H -0.49 0.02 3.24 0.200
H 0.87 1.60 1.52 0.409
H 2.19 -0.08 -0.04 0.353
N -1.20 -0.22 -1.13 -0.167
N -1.65 -0.77 -0.04 -0.160
N 0.59 0.74 1.10 -0.517
N 1.60 0.80 -0.01 -0.434
```

Computed properties:
- E_HOMO (eV) = -8.222
- frontier orbital gap (eV) = 8.36
- lowest unoccupied orbital energy (Eh) = 0.0051



*y*
Molecular formula: C4H8N4
Method: DFT, ωB97M-V/def2-TZVPD

Geometry as XYZ:
```
16
Properties=species:S:1:pos:R:3:nbo_charge:R:1
C 0.65 -0.23 0.31 0.160
C -1.83 -0.74 0.01 -0.005
C -1.81 -2.05 -0.12 -0.506
C -0.18 2.35 0.12 -0.149
H 3.59 -0.64 -0.75 0.399
H 2.81 -1.86 0.69 0.400
H 0.42 -0.99 1.18 0.186
H -2.92 -0.22 -0.15 0.231
H -2.92 -2.54 -0.40 0.224
H -0.91 -2.64 -0.20 0.208
H -0.80 3.43 -0.59 0.193
H 1.12 2.40 0.53 0.279
N 2.82 -0.86 -0.05 -0.744
N 1.77 0.10 -0.34 -0.250
N -0.76 0.22 0.26 -0.373
N -1.18 1.55 -0.19 -0.253
```

Computed properties:
- E_HOMO (eV) = -7.892
- frontier orbital gap (eV) = 8.59
- lowest unoccupied orbital energy (Eh) = 0.0257



Of them, the most stable is *w* and the least stable is *y*.



*w*
Molecular formula: C4H8N4
Method: DFT, ωB97M-V/def2-TZVPD

Geometry as XYZ:
```
16
Properties=species:S:1:pos:R:3:nbo_charge:R:1
C -0.41 2.10 -0.09 -0.639
C -0.78 0.68 -0.13 -0.058
C -0.09 -0.46 -0.16 0.178
C -1.17 -1.56 -0.04 -0.328
H -0.71 2.55 0.94 0.211
H 0.66 2.09 -0.17 0.230
H -0.92 2.84 -0.79 0.226
H -1.01 -2.24 0.84 0.227
H -1.17 -2.19 -0.97 0.232
H 1.21 -1.94 -0.03 0.361
H 3.05 -0.32 -0.52 0.367
H 2.51 -0.14 1.11 0.352
N -2.39 -0.83 0.05 -0.170
N -2.18 0.36 0.06 -0.109
N 1.14 -0.88 -0.18 -0.433
N 2.27 -0.06 0.07 -0.648
```

Computed properties:
- E_HOMO (eV) = -7.898
- frontier orbital gap (eV) = 8.47
- lowest unoccupied orbital energy (Eh) = 0.0210
- SMILES = CC1=C(NN)CN=N1



*x*
Molecular formula: C4H8N4
Method: DFT, ωB97M-V/def2-TZVPD

Geometry as XYZ:
```
16
Properties=species:S:1:pos:R:3:nbo_charge:R:1
C 2.92 -0.69 1.44 -0.123
C 1.81 -0.86 2.19 -0.107
C -2.04 -0.35 -0.72 -0.451
C -1.83 1.67 -1.86 -0.026
N 2.53 -0.24 0.21 -0.239
N 1.24 -0.11 0.29 -0.154
N 0.74 -0.56 1.44 -0.271
N -1.28 0.79 -1.23 -0.433
H 3.91 -0.93 1.78 0.213
H 1.91 -1.16 3.21 0.216
H -1.37 -1.31 -0.89 0.215
H -2.07 -0.38 0.33 0.228
H -3.00 -0.34 -1.23 0.185
H -2.97 1.70 -2.09 0.126
H 0.71 0.37 -0.44 0.446
H -1.22 2.39 -2.42 0.175
```

Computed properties:
- E_HOMO (eV) = -9.959
- frontier orbital gap (eV) = 11.03
- lowest unoccupied orbital energy (Eh) = 0.0392
- SMILES = c1cn[nH]n1.C=NC



*y*
Molecular formula: C4H8N4
Method: DFT, ωB97M-V/def2-TZVPD

Geometry as XYZ:
```
16
Properties=species:S:1:pos:R:3:nbo_charge:R:1
C -0.61 0.38 -0.14 0.527
C 1.14 -0.95 -0.49 -0.085
C 1.92 -0.52 0.74 -0.472
C 1.58 0.65 -0.22 -0.095
H -2.98 -0.75 1.11 0.336
H -2.17 -1.46 -0.37 0.422
H -2.59 1.58 0.11 0.415
H 1.68 -1.40 -1.30 0.209
H 1.13 -0.73 1.58 0.233
H 3.08 -0.53 0.86 0.250
H 2.50 1.12 -0.76 0.226
H 0.05 1.95 -0.80 0.387
N -2.79 -0.55 0.04 -0.687
N -1.97 0.63 0.09 -0.502
N -0.38 -0.79 -0.48 -0.548
N 0.42 1.35 0.01 -0.615
```

Computed properties:
- E_HOMO (eV) = -8.142
- frontier orbital gap (eV) = 9.08
- lowest unoccupied orbital energy (Eh) = 0.0343
- SMILES = NNC1=N[C@@H]2C[C@@H]2N1



Of them, the most stable is *x* and the least stable is *y*.



*w*
Molecular formula: C3H9NO3
Method: DFT, ωB97M-V/def2-TZVPD

Geometry as XYZ:
```
16
Properties=species:S:1:pos:R:3:nbo_charge:R:1
C -0.70 0.10 -0.09 0.528
N -0.94 1.36 -0.80 -0.860
O -0.79 0.31 1.29 -0.702
O -1.64 -0.87 -0.50 -0.703
H -2.52 -0.61 -0.14 0.463
H -1.67 0.72 1.48 0.465
H 0.09 -2.44 0.91 0.024
H -0.76 1.22 -1.82 0.383
H -1.94 1.65 -0.69 0.358
C 1.93 0.44 0.05 -0.728
C 0.75 -0.37 -0.40 0.575
O 0.93 -1.25 -1.24 -0.512
H 0.57 -2.20 1.41 -0.021
H 1.63 1.23 0.77 0.237
H 2.41 0.93 -0.81 0.249
H 2.65 -0.22 0.57 0.246
```

Computed properties:
- E_HOMO (eV) = -9.875
- frontier orbital gap (eV) = 10.22
- lowest unoccupied orbital energy (Eh) = 0.0126
- SMILES = CC(=O)C(N)(O)O.[H][H]



*x*
Molecular formula: C3H9NO3
Method: DFT, ωB97M-V/def2-TZVPD

Geometry as XYZ:
```
16
Properties=species:S:1:pos:R:3:nbo_charge:R:1
O 0.02 1.22 2.05 -0.526
C -0.53 1.26 0.97 0.427
C -0.89 -0.02 0.25 -0.172
C 0.22 -1.08 0.39 -0.085
O -0.45 -2.27 -0.09 -0.746
N -1.17 0.21 -1.18 -0.861
H -0.85 2.26 0.64 0.122
H -1.82 -0.34 0.73 0.207
H 1.07 -0.86 -0.24 0.208
H 0.34 -1.19 1.46 0.198
H -0.03 -3.04 0.33 0.474
H -2.10 0.61 -1.25 0.365
H -0.99 -0.60 -1.75 0.387
H 2.25 1.68 -1.22 0.464
H 1.77 0.90 -2.34 0.468
O 2.44 0.86 -1.66 -0.930
```

Computed properties:
- E_HOMO (eV) = -9.456
- frontier orbital gap (eV) = 10.22
- lowest unoccupied orbital energy (Eh) = 0.0280
- SMILES = N[C@H](C=O)CO.O



Of them, the most stable is *x* and the least stable is *w*.



*w*
Molecular formula: C3H9NO3
Method: DFT, ωB97M-V/def2-TZVPD

Geometry as XYZ:
```
16
Properties=species:S:1:pos:R:3:nbo_charge:R:1
C 0.13 0.99 0.62 -0.540
C 0.60 1.37 -0.80 -0.051
O -0.27 2.36 -1.34 -0.715
C 1.03 -0.02 1.33 0.678
N 0.83 -1.32 0.93 -0.836
O 1.63 0.29 2.34 -0.597
H -0.92 0.72 0.58 0.235
H 0.37 1.92 1.16 0.225
H 1.63 1.72 -0.79 0.168
H 0.49 0.55 -1.52 0.170
H -0.42 3.02 -0.69 0.460
H 1.00 -1.98 1.64 0.399
H 0.17 -1.50 0.19 0.401
H -1.87 -3.39 -0.87 0.476
H -2.22 -2.22 -1.85 0.480
O -2.17 -2.50 -0.95 -0.954
```

Computed properties:
- E_HOMO (eV) = -9.799
- frontier orbital gap (eV) = 10.28
- lowest unoccupied orbital energy (Eh) = 0.0175
- SMILES = NC(=O)CCO.O



*x*
Molecular formula: C3H9NO3
Method: DFT, ωB97M-V/def2-TZVPD

Geometry as XYZ:
```
16
Properties=species:S:1:pos:R:3:nbo_charge:R:1
C -1.26 0.15 0.28 -0.203
C 1.93 0.29 -1.75 -0.271
C -1.63 0.18 1.73 -0.648
N 0.40 0.16 0.04 0.029
O 0.80 -1.39 0.14 -0.158
O -0.34 -2.06 -0.08 -0.531
O 0.69 0.72 -1.21 -0.372
H 1.01 0.55 0.76 0.380
H -1.59 -0.78 -0.24 0.296
H -1.53 1.03 -0.28 0.204
H 2.77 0.62 -1.14 0.169
H 1.94 -0.80 -1.84 0.218
H 1.98 0.75 -2.74 0.208
H -1.52 -0.80 2.20 0.241
H -0.99 0.88 2.28 0.204
H -2.66 0.51 1.85 0.234
```

Computed properties:
- E_HOMO (eV) = -7.484
- frontier orbital gap (eV) = 8.22
- lowest unoccupied orbital energy (Eh) = 0.0272
- SMILES = CC[N@H+](OC)O[O-]



*y*
Molecular formula: C3H9NO3
Method: DFT, ωB97M-V/def2-TZVPD

Geometry as XYZ:
```
16
Properties=species:S:1:pos:R:3:nbo_charge:R:1
C -0.52 -1.34 -0.15 -0.559
C 0.23 -0.80 -1.41 -0.049
O 1.11 0.34 -1.01 -0.803
C -1.67 -0.59 0.54 0.679
N -1.17 0.46 1.29 -0.813
O -2.84 -0.89 0.64 -0.592
H 0.23 -1.75 0.58 0.231
H -1.02 -2.30 -0.33 0.246
H 0.79 -1.58 -1.78 0.188
H -0.49 -0.09 -2.09 0.209
H 2.13 0.30 -1.16 0.483
H -1.61 0.81 2.00 0.383
H -0.28 0.74 1.01 0.393
H 1.86 2.49 -0.20 0.485
H 1.77 1.66 1.26 0.473
O 1.50 2.52 0.79 -0.953
```

Computed properties:
- E_HOMO (eV) = -9.901
- frontier orbital gap (eV) = 10.13
- lowest unoccupied orbital energy (Eh) = 0.0084
- SMILES = NC(=O)CCO.O



Of them, the most stable is *w* and the least stable is *x*.



*w*
Molecular formula: C3H9NO3
Method: DFT, ωB97M-V/def2-TZVPD

Geometry as XYZ:
```
16
Properties=species:S:1:pos:R:3:nbo_charge:R:1
O 0.52 0.83 -2.30 -0.504
C 0.82 -0.01 -1.44 0.444
C -0.25 -0.81 -0.66 -0.199
C -1.36 0.18 -0.28 -0.082
O -2.59 -0.49 0.10 -0.720
N 0.16 -1.33 0.67 -0.861
H 1.78 -0.24 -1.01 0.128
H -0.55 -1.69 -1.23 0.211
H -0.87 0.89 0.52 0.169
H -1.60 1.01 -1.13 0.200
H -3.18 0.22 0.21 0.471
H -0.65 -1.51 1.25 0.381
H 0.67 -2.23 0.63 0.362
H 1.57 1.52 1.64 0.478
H 3.17 1.63 1.72 0.474
O 2.36 2.03 1.31 -0.953
```

Computed properties:
- E_HOMO (eV) = -9.690
- frontier orbital gap (eV) = 10.40
- lowest unoccupied orbital energy (Eh) = 0.0260
- SMILES = N[C@H](C=O)CO.O



*x*
Molecular formula: C3H9NO3
Method: DFT, ωB97M-V/def2-TZVPD

Geometry as XYZ:
```
16
Properties=species:S:1:pos:R:3:nbo_charge:R:1
C -0.70 0.81 -0.28 0.532
N -0.01 1.77 0.39 -0.621
C 1.32 1.49 0.89 -0.257
C 1.37 1.44 2.42 -0.073
O 1.52 0.14 2.95 -0.711
O -1.85 0.81 -0.66 -0.589
H -0.02 -0.03 -0.56 0.087
H -0.49 2.57 0.77 0.402
H 1.67 0.53 0.50 0.213
H 2.01 2.27 0.47 0.204
H 2.20 2.01 2.86 0.189
H 0.42 1.83 2.79 0.159
H 0.97 -0.49 2.47 0.464
H -0.67 -5.23 -4.92 0.466
H -1.91 -5.17 -4.06 0.467
O -1.63 -5.10 -4.98 -0.932
```

Computed properties:
- E_HOMO (eV) = -10.046
- frontier orbital gap (eV) = 10.76
- lowest unoccupied orbital energy (Eh) = 0.0264
- SMILES = O=CNCCO.O



Of them, the most stable is *x* and the least stable is *w*.



*w*
Molecular formula: C2H8N2OSi
Method: DFT, ωB97M-V/def2-TZVPD

Geometry as XYZ:
```
14
Properties=species:S:1:pos:R:3:nbo_charge:R:1
C 2.39 -1.00 0.42 -0.269
C 1.69 0.13 0.34 -0.759
N 0.11 -0.87 -2.10 -1.360
N -0.78 1.52 -0.55 -1.305
O -2.59 -0.09 1.28 -0.956
Si 0.31 0.20 -0.82 1.896
H 3.38 -1.09 0.90 0.195
H 2.03 -1.90 -0.03 0.205
H 2.03 0.94 0.92 0.229
H -2.49 -0.28 2.26 0.480
H -0.67 -0.49 -2.65 0.358
H -0.63 2.41 -0.13 0.401
H -1.75 1.37 -0.71 0.407
H -3.05 -0.86 0.88 0.479
```

Computed properties:
- E_HOMO (spin up / spin down) (eV) = -8.473 / -8.474
- frontier orbital gap (spin up / spin down) (eV) = 8.96 / 8.96
- lowest unoccupied orbital energy (spin up / spin down) (Eh) = 0.0180 / 0.0180
- SMILES = [H]/N=[Si](\N)C=C.O



*x*
Molecular formula: C2H8N2OSi
Method: DFT, ωB97M-V/def2-TZVPD

Geometry as XYZ:
```
14
Properties=species:S:1:pos:R:3:nbo_charge:R:1
C 2.24 -0.65 0.51 -0.367
C 1.34 0.22 -0.03 -0.668
N -1.54 -0.34 -1.73 -1.288
N -0.98 -0.69 1.06 -1.302
O -1.02 1.80 -0.32 -1.097
Si -0.55 0.20 -0.34 2.058
H 3.10 -0.26 1.01 0.196
H 1.97 -1.69 0.59 0.190
H 1.72 1.29 -0.18 0.214
H -2.28 0.28 -2.04 0.404
H -1.17 -0.95 -2.39 0.387
H -0.24 -1.01 1.77 0.401
H -1.76 -0.45 1.52 0.374
H -0.86 2.25 0.57 0.497
```

Computed properties:
- E_HOMO (eV) = -9.255
- frontier orbital gap (eV) = 9.95
- lowest unoccupied orbital energy (Eh) = 0.0256
- SMILES = C=C[Si](N)(N)O



Of them, the most stable is *x* and the least stable is *w*.